{"formula": "C8H7NO2S", "method": "wB97M-V/def2-TZVPD", "relative_energy_ev": 2.311, "homo_lumo_gap_ev": [7.182, 7.181], "spin_multiplicity": 1, "molar_mass_da": 181.22, "e_homo_ev": [-8.4, -8.4], "smiles": "O=[N+]([O-])/C(S)=C/c1ccccc1", "symbols": ["C", "C", "C", "C", "C", "C", "C", "C", "N", "O", "O", "S", "H", "H", "H", "H", "H", "H", "H"], "xyz": [[1.058979, 1.818960, 2.270598], [1.262262, 2.018800, 0.912413], [0.197151, 0.821506, 2.702768], [0.639383, 1.207462, -0.014065], [-0.468784, 0.038707, 1.783415], [-0.237323, 0.200546, 0.408400], [-0.921567, -0.673331, -0.490107], [-0.383413, -1.255717, -1.750650], [-1.247112, -2.134120, -2.459404], [-2.325998, -2.402364, -1.972147], [-0.848806, -2.575810, -3.531609], [1.109549, -0.840756, -2.515267], [1.570799, 2.443544, 2.988153], [1.913181, 2.813148, 0.578338], [0.042867, 0.662387, 3.760072], [0.793150, 1.375328, -1.068107], [-1.143274, -0.738215, 2.113687], [-1.853208, -1.119380, -0.177966], [0.842164, -1.660694, -3.538522]], "forces_ev_per_angstrom": [[0.033, 0.020, -0.078], [0.093, 0.079, 0.138], [0.016, 0.073, 0.107], [-0.200, -0.188, 0.024], [0.068, -0.026, -0.277], [0.417, 0.579, 0.472], [1.774, -3.095, -4.850], [-1.535, 3.344, 5.013], [-0.564, -0.646, -0.509], [-0.243, -0.224, -0.090], [-0.358, -0.199, 0.067], [0.430, 0.225, 0.121], [0.013, 0.036, 0.054], [0.065, 0.036, -0.035], [-0.036, -0.004, 0.059], [0.032, 0.030, -0.097], [-0.090, -0.031, 0.036], [-0.087, 0.029, -0.039], [0.170, -0.039, -0.114]]}

{"formula": "C8H7NO3P", "method": "wB97M-V/def2-TZVPD", "homo_lumo_gap_ev": 8.220, "total_charge": -1, "spin_multiplicity": 1, "molar_mass_da": 196.12, "e_homo_ev": -4.9, "smiles": "N[P@@](=O)([O-])c1cc2ccccc2o1", "symbols": ["C", "C", "C", "C", "C", "C", "C", "C", "N", "O", "O", "O", "P", "H", "H", "H", "H", "H", "H", "H"], "xyz": [[1.390769, 2.602292, -1.521751], [2.473137, 1.732842, -1.462409], [0.161900, 2.223634, -1.014698], [2.283676, 0.409099, -1.067144], [-1.019838, 0.253765, 0.147672], [0.074820, 0.960169, -0.424404], [1.092863, 0.003807, -0.529340], [-0.649346, -1.043761, 0.347138], [-1.791954, -2.400070, 2.784168], [-2.068572, -3.728893, 0.533289], [-3.473785, -1.673956, 0.783431], [0.693702, -1.220637, -0.070041], [-2.295232, -2.426076, 1.105461], [1.603512, 3.640313, -1.861361], [3.402236, 2.096123, -1.709453], [-0.806045, 2.775066, -1.165926], [3.262459, -0.171554, -0.971196], [-1.990827, 0.636903, 0.550560], [-1.306982, -1.488335, 2.839922], [-1.036492, -3.180727, 2.706082]], "forces_ev_per_angstrom": [[0.285, 1.449, 0.028], [-2.520, -0.949, 0.467], [-0.943, -0.018, -0.188], [3.497, -0.620, 0.616], [-1.207, -0.445, 1.175], [-0.787, -0.232, -0.567], [-0.347, 0.417, -0.052], [-1.511, -0.566, 0.561], [1.382, -1.123, -1.685], [0.835, -2.497, -0.629], [-2.060, 2.179, 0.030], [-0.551, 0.644, -0.003], [3.297, 1.169, 0.741], [-0.489, -0.823, 0.052], [2.078, 0.487, -0.667], [1.331, -0.175, 0.435], [-1.715, 0.247, -0.350], [0.974, -0.351, -0.880], [-0.132, -0.727, 0.354], [-1.418, 1.935, 0.560]]}

{"formula": "C8H7NO4Yb", "method": "wB97M-V/def2-TZVPD", "relative_energy_ev": 0.000, "homo_lumo_gap_ev": [9.346, 7.312], "total_charge": 3, "spin_multiplicity": 2, "s_squared": 0.7507, "molar_mass_da": 354.19, "e_homo_ev": [-23.1, -23.1], "symbols": ["Yb", "O", "C", "C", "O", "C", "O", "C", "O", "C", "H", "H", "C", "H", "H", "C", "C", "N", "H", "H", "H"], "xyz": [[0.021561, 0.063895, -1.389022], [0.154765, 3.368896, 0.518355], [0.111556, 2.307516, 0.076757], [-0.108580, -2.309620, -0.112418], [-0.166739, -3.382932, 0.311509], [2.312816, -0.097522, -0.106089], [3.397825, -0.175337, 0.271261], [-2.326140, 0.124201, -0.164709], [-3.389044, 0.150285, 0.207091], [0.034446, 0.686313, -4.187358], [-0.892929, 1.305391, -4.102093], [1.012375, 1.219730, -4.081163], [-0.030882, -0.686102, -4.253177], [0.903975, -1.305463, -4.205915], [-1.024150, -1.206899, -4.226185], [-0.001765, -0.011120, 3.829788], [0.001284, -0.005062, 2.321660], [-0.006551, -0.024069, 1.176012], [-0.877409, 0.504060, 4.266192], [0.873361, 0.502019, 4.267373], [0.000126, -1.028381, 4.268827]], "forces_ev_per_angstrom": [[-0.111, -0.166, 2.499], [-0.189, -4.461, -1.433], [0.215, 4.737, 0.480], [-0.272, -5.052, 0.778], [0.270, 4.977, -1.637], [4.913, -0.301, 0.488], [-4.699, 0.324, -1.260], [-2.116, 0.071, -0.397], [2.013, -0.054, -0.360], [-0.051, -0.466, 1.593], [0.715, -0.420, -0.616], [-0.725, -0.368, -0.640], [0.016, 0.397, 1.381], [-0.920, 0.488, -0.549], [0.976, 0.377, -0.520], [0.020, 0.054, 0.049], [-0.062, -0.165, 3.052], [-0.001, 0.014, -0.855], [0.120, -0.125, -0.677], [-0.101, -0.101, -0.657], [-0.011, 0.240, -0.721]]}

{"formula": "C8H7O2P", "method": "wB97M-V/def2-TZVPD", "relative_energy_ev": 0.000, "homo_lumo_gap_ev": [8.362, 7.791], "spin_multiplicity": 3, "s_squared": 2.0363, "molar_mass_da": 166.12, "e_homo_ev": [-7.4, -8.7], "symbols": ["C", "C", "C", "C", "C", "C", "C", "C", "O", "O", "P", "H", "H", "H", "H", "H", "H", "H"], "xyz": [[1.956671, -1.158936, -0.805815], [-2.704264, 2.085430, -1.300470], [1.602766, -2.387342, -0.246161], [-3.097146, 0.753107, -1.267892], [2.242610, -0.333129, 0.205319], [-2.068064, 2.281676, -0.080237], [1.643139, -2.170868, 1.088013], [-2.640747, 0.173641, -0.031692], [1.938509, -0.953870, 1.370600], [-2.032404, 1.196575, 0.671270], [-2.975594, -1.262107, 0.881347], [2.107587, -1.076873, -1.953557], [-2.989716, 2.622186, -2.186257], [1.153184, -3.252635, -0.765991], [-3.790111, 0.222128, -1.909180], [2.434440, 0.766033, 0.219576], [-1.432959, 3.138900, 0.145694], [1.353932, -2.674905, 1.991102]], "forces_ev_per_angstrom": [[1.068, -0.202, -3.965], [-0.173, -1.084, 0.776], [-1.255, -1.856, 0.127], [-0.072, -2.218, 2.014], [-0.374, 2.693, -0.101], [0.509, 1.936, -2.111], [-1.611, -2.663, 0.535], [-1.142, 1.335, -1.180], [1.744, 3.247, 0.544], [0.434, -0.247, -0.152], [-0.016, -0.499, -0.097], [-0.340, 0.471, 2.394], [0.511, 1.038, 0.352], [0.766, 0.562, 0.479], [0.398, 0.117, -0.221], [0.017, -1.377, 0.237], [-0.408, -0.395, 0.620], [-0.056, -0.859, -0.250]]}

{"formula": "C8H7OP", "method": "wB97M-V/def2-TZVPD", "relative_energy_ev": 0.000, "homo_lumo_gap_ev": 8.624, "spin_multiplicity": 1, "molar_mass_da": 150.12, "e_homo_ev": -9.7, "smiles": "[H]/P=C/C(=O)c1ccccc1", "symbols": ["C", "C", "C", "C", "C", "C", "C", "C", "O", "P", "H", "H", "H", "H", "H", "H", "H"], "xyz": [[-2.340607, -0.437097, 0.132739], [-1.587640, 0.677880, 0.464133], [-1.710833, -1.633649, -0.170814], [-0.206612, 0.607999, 0.474671], [-0.332027, -1.712059, -0.146138], [0.433683, -0.589115, 0.163498], [2.725687, 0.433381, -0.148238], [1.910083, -0.728450, 0.177031], [2.456787, -1.792571, 0.428619], [4.387538, 0.175397, -0.024687], [-3.418766, -0.374161, 0.117895], [-2.080364, 1.605493, 0.716414], [-2.296966, -2.505523, -0.420837], [0.369451, 1.477319, 0.756148], [0.177914, -2.637276, -0.369755], [2.271382, 1.357818, -0.471778], [4.772802, 1.467294, -0.433749]], "forces_ev_per_angstrom": [[-0.019, 0.043, 0.023], [-0.119, 0.073, 0.028], [-0.030, -0.049, -0.011], [0.163, -0.098, -0.057], [0.146, 0.043, 0.021], [-0.394, -0.199, 0.047], [1.506, 0.394, -0.063], [-0.041, -0.718, 0.222], [-0.495, 0.058, -0.066], [-0.674, 0.078, -0.011], [-0.080, 0.008, -0.003], [-0.029, 0.061, 0.023], [-0.039, -0.064, -0.030], [0.059, 0.083, -0.021], [0.039, -0.068, -0.004], [-0.017, 0.039, 0.006], [0.024, 0.317, -0.103]]}

{"formula": "C8H8", "method": "wB97M-V/def2-TZVPD", "relative_energy_ev": 6.376, "homo_lumo_gap_ev": 7.815, "spin_multiplicity": 1, "molar_mass_da": 104.15, "e_homo_ev": -7.9, "smiles": "C=C=C=C.C#CC=C", "symbols": ["C", "C", "C", "C", "H", "H", "H", "H", "C", "C", "C", "C", "H", "H", "H", "H"], "xyz": [[1.320802, -0.285718, -0.443736], [1.761707, -0.977697, 0.603247], [1.173087, 1.193083, -0.488732], [1.756577, 2.276753, -0.486238], [1.166439, -0.770100, -1.401164], [1.959632, -0.505763, 1.552573], [1.863987, -2.049544, 0.557546], [2.339402, 3.117140, -0.212809], [-2.095582, -1.827712, 1.089112], [-1.071084, 1.347731, -0.947923], [-1.836952, -0.783708, 0.331924], [-1.429056, 0.155626, -0.398017], [-2.163131, -2.817518, 0.671312], [-0.923625, 1.383576, -2.023724], [-1.477920, 2.265920, -0.536533], [-2.344284, -1.722067, 2.133162]], "forces_ev_per_angstrom": [[0.038, 0.856, -0.357], [-0.457, 0.462, -0.138], [3.262, 0.497, 0.418], [-1.150, -2.046, 0.535], [-0.250, -0.126, 0.083], [0.020, 0.110, 0.090], [0.090, -0.112, -0.145], [-0.152, 0.536, -0.320], [-0.344, 0.197, -0.235], [-2.582, -2.282, -0.270], [0.505, -0.807, 0.565], [-0.199, 2.894, -0.844], [0.227, -0.239, -0.093], [0.444, -0.027, 0.132], [0.687, -0.036, 0.471], [-0.139, 0.125, 0.109]]}

{"formula": "C8H8", "method": "wB97M-V/def2-TZVPD", "relative_energy_ev": 5.056, "homo_lumo_gap_ev": 9.134, "spin_multiplicity": 1, "molar_mass_da": 104.15, "e_homo_ev": -8.6, "smiles": "C=C=C=CCC#CC", "symbols": ["C", "C", "C", "C", "C", "C", "C", "C", "H", "H", "H", "H", "H", "H", "H", "H"], "xyz": [[-2.051692, 0.608970, -0.278165], [-1.099636, 1.401438, -0.087280], [-1.238110, -1.627070, 0.200741], [-2.365392, -0.687468, -0.143784], [-0.310346, 2.366874, 0.267152], [1.189555, -0.558408, 0.148711], [0.048674, -0.932176, 0.145670], [2.551312, -0.192816, -0.188624], [-1.481236, -2.110259, 1.197812], [-1.105475, -2.521826, -0.400551], [-3.383122, -0.947229, -0.416192], [-0.553265, 3.470786, 0.173979], [0.800124, 2.131428, 0.449269], [3.427427, -0.122444, 0.594689], [2.680105, 0.713409, -0.777336], [2.891075, -0.993213, -0.886096]], "forces_ev_per_angstrom": [[-1.092, -3.118, 0.161], [0.472, 2.171, 0.551], [-0.298, -0.604, 1.099], [-0.423, 1.883, -1.320], [2.456, 1.767, -0.381], [0.059, 0.224, -0.008], [0.423, -0.865, 0.951], [2.796, -0.654, 0.031], [0.580, 0.841, -0.622], [-0.517, 0.003, -0.689], [0.144, -0.762, 0.436], [0.077, -1.599, 0.192], [-1.892, 0.327, -0.011], [-2.253, -0.304, -0.872], [-0.541, 0.258, 0.064], [0.007, 0.431, 0.417]]}

{"formula": "C8H8BCeF4N3OS", "method": "wB97M-V/def2-TZVPD", "homo_lumo_gap_ev": [5.804, 5.933], "total_charge": -1, "spin_multiplicity": 2, "s_squared": 0.7551, "molar_mass_da": 421.16, "e_homo_ev": [-4.4, -4.5], "symbols": ["Ce", "N", "C", "S", "N", "N", "C", "C", "C", "C", "C", "C", "C", "O", "H", "H", "H", "H", "H", "H", "H", "F", "B", "F", "F", "F", "H"], "xyz": [[-0.918288, 1.000524, -0.983690], [-4.699067, 0.344646, 0.350356], [-3.362558, 0.524318, 0.126598], [-3.158673, 2.064656, -0.640445], [-2.561627, -0.410945, 0.583760], [-1.139152, -0.386448, 0.554987], [-0.678127, -1.321403, -0.206409], [0.770337, -1.553336, -0.342311], [1.281657, -2.710302, 0.271911], [2.640150, -2.991398, 0.192581], [3.467608, -2.121339, -0.505809], [2.929612, -0.979608, -1.120758], [1.561815, -0.642057, -1.072589], [1.096594, 0.396677, -1.648631], [-5.094192, 1.275379, 0.278306], [-4.802930, -0.080534, 1.257381], [-1.339710, -2.017530, -0.748565], [0.613594, -3.360293, 0.825865], [3.047792, -3.869634, 0.677653], [4.532488, -2.309388, -0.579007], [3.596858, -0.310020, -1.662402], [-0.005461, 2.456700, 0.459943], [0.585711, 3.399993, 1.394956], [1.994592, 3.088172, 1.572381], [-0.096500, 3.305212, 2.675366], [0.450184, 4.749920, 0.872432], [-0.712707, 2.458037, -2.583858]], "forces_ev_per_angstrom": [[2.104, 6.065, -5.353], [-0.398, -0.390, 0.487], [0.916, 0.518, 0.594], [-1.649, 1.743, -0.202], [-0.435, -0.244, -0.017], [-2.202, -4.051, 2.440], [0.999, -2.676, 1.362], [-0.338, -0.686, 0.585], [0.490, 0.518, -0.466], [-0.283, -0.239, 0.200], [-0.688, 1.015, -0.504], [1.080, -0.506, 0.086], [1.527, -1.750, 0.838], [0.330, 0.705, -1.106], [-0.572, -0.422, 0.195], [-0.534, -0.343, 0.180], [-0.175, 0.363, 0.359], [-0.004, 0.022, -0.043], [-0.031, 0.006, 0.003], [-0.045, 0.004, -0.003], [-0.201, -0.062, 0.094], [0.402, 0.590, 0.747], [1.309, 2.104, 1.810], [-2.116, 0.148, -0.462], [0.723, -0.164, -1.940], [0.020, -2.160, 0.540], [-0.230, -0.108, -0.426]]}